# C2H8S4

A cluster of 2 separate species, C2H8S4 in total (the ωB97M-V functional and the def2-TZVPD basis, OMol25).

```
14
Properties=species:S:1:pos:R:3:lowdin_charge:R:1
C -1.939 -2.186 -0.667 -0.47
S -1.099 -1.060 -1.821 0.34
S -2.407 0.511 -1.965 0.30
H -3.017 -2.127 -0.759 0.03
H -1.650 -3.174 -1.017 0.02
H -1.522 -2.067 0.326 0.02
H -1.801 1.378 -1.133 -0.21
C 1.803 0.976 0.084 -0.48
S 0.976 0.835 1.692 0.31
S 1.854 2.287 2.817 0.28
H 2.831 1.266 0.267 0.02
H 1.683 0.013 -0.425 0.01
H 1.295 1.693 -0.547 0.02
H 2.993 1.656 3.148 -0.20
```

=====

# C6H13N

An isolated molecule of C6H13N (the ωB97M-V functional and the def2-TZVPD basis, OMol25).

```
20
Properties=species:S:1:pos:R:3:lowdin_charge:R:1
C 2.664 -0.452 0.051 -0.06
C 1.419 -0.065 -1.034 -0.20
N 0.230 0.226 -0.230 -0.19
C -0.245 -0.501 1.014 -0.21
C -1.686 -0.093 1.134 -0.18
C -1.978 0.945 -0.091 -0.19
C -1.052 0.234 -1.011 -0.24
H 2.525 0.344 0.736 0.03
H 2.547 -1.568 0.398 0.10
H 3.573 -0.279 -0.514 0.04
H 1.341 -0.939 -1.616 0.07
H 1.661 0.773 -1.655 0.09
H 0.040 -1.535 0.953 0.09
H 0.341 -0.173 2.018 0.15
H -1.698 0.682 1.998 0.12
H -2.586 -0.767 1.209 0.12
H -2.980 0.969 -0.480 0.08
H -1.859 2.057 0.166 0.13
H -0.966 0.941 -1.945 0.15
H -1.290 -0.797 -1.101 0.11
```

=====

# C4H3Br2NO2S

An isolated molecule of C4H3Br2NO2S (the ωB97M-V functional and the def2-TZVPD basis, OMol25).

```
13
Properties=species:S:1:pos:R:3:lowdin_charge:R:1
C 1.647 0.018 -0.073 -0.19
C 1.711 -1.167 -0.648 -0.49
C 0.488 0.877 0.455 -0.49
C -1.750 0.563 -0.366 -1.02
N -1.614 -0.156 0.767 -0.40
O -0.291 0.000 1.245 -0.06
O -2.412 -0.707 1.470 0.03
S -0.481 1.535 -1.023 0.94
Br 0.156 -2.247 -1.022 0.73
Br -3.549 0.790 -0.980 0.74
H 2.624 0.481 0.107 0.11
H 2.529 -1.470 -1.106 0.00
H 0.943 1.483 1.173 0.10
```

=====

Quick rundown of LUMO level, same order as above: 0.55, 1.15, 0.12 eV
Quick rundown of energy relative to the best compared isomer or geometry (same formula, charge and spin), same order as above: 13.73, 256.51, 239.04 kJ/mol